Entry 1:
Below is a molecular structure, C44H36F9KN5O3PS6Sb, with properties calculated with the ωB97M-V functional and the def2-TZVPD basis.

Last column: Löwdin charge in e.
Atoms and positions in Å:
K -0.524 1.736 -1.173  0.4027
C -1.173 1.333 2.486  -0.0580
C -2.531 0.631 2.545  -0.3690
C -2.432 -0.685 3.319  -0.0670
C -3.107 0.417 1.161  -0.2140
C -2.496 -0.436 0.247  -0.0512
C -3.004 -0.591 -1.038  -0.0493
C -4.158 0.075 -1.437  -0.2666
C -4.738 -0.143 -2.808  -0.0601
C -4.762 0.935 -0.527  -0.0323
C -4.242 1.104 0.746  -0.0355
H -0.790 1.517 3.494  0.0797
H -1.249 2.291 1.972  0.0618
H -0.428 0.724 1.967  0.0424
H -3.225 1.288 3.078  0.1301
H -1.720 -1.362 2.838  0.0511
H -3.396 -1.197 3.366  0.0786
H -2.084 -0.508 4.341  0.0693
H -1.593 -0.973 0.526  0.0957
H -2.486 -1.223 -1.751  0.1004
H -5.641 -0.757 -2.754  0.0788
H -4.026 -0.652 -3.458  0.0580
H -5.003 0.808 -3.272  0.0601
H -5.628 1.512 -0.830  0.1155
H -4.701 1.820 1.418  0.1147
N 2.838 -0.380 -1.988  0.0300
C 1.989 -0.565 -3.038  -0.7206
N 0.757 -0.145 -3.094  0.0785
C 0.166 -0.506 -4.287  -0.3494
C 0.925 -1.265 -5.117  -0.3782
S 2.482 -1.511 -4.418  1.0095
C -1.130 0.094 -4.630  -0.3466
C -1.898 -0.206 -5.708  -0.3783
S -3.184 0.949 -5.843  0.9853
C -2.592 1.731 -4.394  -0.7023
N -1.553 1.156 -3.867  0.0781
N -3.211 2.801 -3.851  0.1218
H 2.483 0.334 -1.326  -0.0633
H 3.743 -0.016 -2.303  -0.0317
H 0.696 -1.575 -6.123  0.0595
H -1.752 -0.975 -6.447  0.0585
H -3.873 3.309 -4.408  0.0938
H -2.661 3.355 -3.184  0.0514
S 4.408 2.186 -3.050  -0.3694
Sb 3.228 3.534 -1.546  0.2140
S 2.291 2.098 0.104  -0.3047
S 1.213 3.775 -3.124  0.3947
F 1.145 -4.337 7.958  0.1264
C 2.224 -4.518 7.174  -0.5784
F 2.351 -5.849 6.986  0.1238
F 3.297 -4.141 7.907  0.1290
C 2.132 -3.771 5.880  -0.1370
C 2.929 -4.170 4.813  -0.0104
C 2.881 -3.471 3.620  -0.0518
C 2.046 -2.365 3.475  -0.3566
C 1.270 -1.966 4.561  -0.0880
C 1.302 -2.668 5.759  -0.0088
P 1.832 -1.386 1.922  1.1391
C 0.669 -2.499 1.035  -0.3607
C 0.568 -2.343 -0.349  -0.0743
C -0.380 -3.038 -1.077  -0.0019
C -1.254 -3.895 -0.419  -0.1316
C -1.168 -4.063 0.955  -0.0098
C -0.208 -3.370 1.678  -0.0815
C -2.259 -4.680 -1.204  -0.5743
F -2.720 -4.009 -2.272  0.1367
F -1.734 -5.837 -1.680  0.1217
F -3.329 -5.034 -0.464  0.1244
C 3.391 -1.713 1.019  -0.3788
C 3.689 -2.908 0.367  -0.0950
C 4.865 -3.041 -0.348  -0.0130
C 5.744 -1.965 -0.428  -0.1275
C 5.446 -0.762 0.189  0.0025
C 4.268 -0.639 0.916  -0.1114
C 7.037 -2.132 -1.167  -0.5758
F 8.001 -2.660 -0.363  0.1130
F 6.927 -2.979 -2.211  0.1234
F 7.526 -0.980 -1.637  0.1457
H 3.577 -5.031 4.913  0.1200
H 3.502 -3.792 2.793  0.0975
H 0.628 -1.098 4.463  0.0963
H 0.685 -2.355 6.591  0.1181
H 1.259 -1.684 -0.857  0.0795
H -0.442 -2.898 -2.150  0.1256
H -1.854 -4.727 1.464  0.1185
H -0.153 -3.515 2.750  0.0996
H 2.982 -3.730 0.383  0.1097
H 5.090 -3.964 -0.866  0.1171
H 6.094 0.096 0.068  0.1270
H 3.996 0.327 1.323  0.0373
O 0.467 5.251 -2.623  -0.5009
C -0.607 5.236 -1.828  -0.4839
N -1.522 4.229 -1.835  -0.1696
S -2.630 4.509 -0.691  0.6082
O -3.977 4.524 -1.234  -0.3424
O -2.451 3.560 0.400  -0.3466
C -2.073 6.103 -0.249  -0.2434
C -2.584 7.018 0.643  -0.0824
C -1.887 8.205 0.849  -0.1288
C -0.672 8.431 0.159  -0.1221
C -0.156 7.521 -0.729  -0.0302
C -0.866 6.319 -0.967  -0.1653
H -3.506 6.813 1.175  0.1078
H -2.265 8.945 1.543  0.0751
H -0.130 9.352 0.345  0.0853
H 0.780 7.701 -1.241  0.1074

Cartesian forces, eV/Å:
K 0.0634 0.0018 -0.1257
C 0.0191 0.0202 0.0268
C -0.0024 0.0025 0.0055
C 0.0337 -0.0135 -0.0099
C -0.0230 -0.0194 0.0059
C 0.0761 -0.0150 -0.0257
C 0.0155 -0.0037 0.0243
C 0.0382 -0.0401 -0.0255
C 0.0040 0.0101 0.0283
C 0.0125 -0.0053 0.0081
C -0.0183 0.0126 0.0069
H 0.0023 -0.0130 -0.0094
H -0.0022 -0.0143 -0.0052
H 0.0021 -0.0083 -0.0112
H -0.0059 0.0007 -0.0009
H -0.0182 0.0136 0.0098
H -0.0037 0.0042 0.0023
H -0.0012 0.0113 -0.0059
H -0.0455 0.0239 0.0000
H -0.0188 -0.0542 0.0323
H -0.0045 -0.0005 0.0016
H -0.0025 0.0027 0.0079
H -0.0175 -0.0187 0.0238
H 0.0013 0.0010 -0.0019
H 0.0054 -0.0009 -0.0026
N -0.1224 -0.1125 -0.1024
C 0.0628 0.0786 0.1594
N -0.0620 -0.0965 0.0212
C 0.0844 -0.0338 0.0555
C 0.0268 0.0587 0.0081
S -0.0301 -0.0407 -0.0375
C -0.0516 -0.0272 -0.0182
C -0.0218 0.0332 0.0090
S 0.0691 -0.0052 -0.0525
C 0.0399 -0.0540 0.0069
N -0.1150 0.1142 0.0084
N -0.0238 0.0720 0.0000
H 0.0010 0.0020 -0.0133
H 0.0354 0.0206 -0.0050
H 0.0124 0.0049 -0.0072
H -0.0037 -0.0040 0.0069
H -0.0019 -0.0024 0.0194
H 0.0011 -0.0533 -0.0249
S 0.0599 0.0194 0.0297
Sb -0.0457 0.0394 -0.0150
S -0.0422 -0.0679 0.0857
S -0.0334 -0.0316 -0.0909
F -0.0012 0.0062 -0.0086
C 0.0069 -0.0270 0.0401
F -0.0028 0.0366 0.0081
F -0.0217 -0.0085 -0.0227
C 0.0270 -0.0221 0.0109
C -0.0142 0.0294 -0.0118
C 0.0760 -0.0499 -0.0098
C -0.0704 0.0497 -0.0624
C 0.0050 -0.0450 0.0626
C -0.0144 0.0394 -0.0491
P 0.0452 -0.0347 0.0636
C -0.0036 -0.0125 0.0969
C 0.0551 -0.0188 -0.0679
C 0.0381 -0.0105 0.0005
C -0.0154 -0.0137 0.0370
C 0.0097 0.0182 0.0004
C -0.0091 -0.0152 -0.0573
C -0.0178 -0.0159 -0.0419
F 0.0101 -0.0171 0.0297
F -0.0109 0.0191 0.0070
F 0.0082 0.0136 -0.0193
C -0.0853 0.0580 -0.0174
C 0.0178 -0.0390 -0.0154
C 0.0123 0.0148 0.0043
C -0.0229 -0.0044 0.0233
C -0.0114 -0.0150 0.0180
C 0.0708 -0.0156 -0.0448
C 0.0264 0.0056 -0.0185
F -0.0195 0.0001 -0.0114
F 0.0017 0.0071 0.0088
F -0.0006 -0.0166 0.0093
H 0.0015 -0.0003 0.0125
H -0.0155 0.0285 0.0058
H 0.0021 0.0013 -0.0039
H 0.0038 -0.0045 0.0058
H -0.0202 0.0567 -0.0461
H -0.0021 0.0058 0.0039
H -0.0045 0.0022 -0.0070
H -0.0055 0.0208 -0.0111
H 0.0167 0.0129 0.0242
H 0.0009 -0.0025 -0.0004
H 0.0139 -0.0014 -0.0154
H -0.0222 0.0096 0.0227
O 0.0233 0.0055 0.0172
C -0.0073 -0.0760 0.0528
N -0.0043 0.2261 -0.0385
S -0.0636 -0.1026 0.0416
O 0.0249 0.0231 -0.0370
O -0.0287 0.0340 0.0236
C 0.0403 0.0067 -0.0031
C 0.0134 0.0277 0.0170
C -0.0089 -0.0127 -0.0068
C 0.0045 0.0034 0.0033
C 0.0172 -0.0078 -0.0096
C -0.0240 0.0159 -0.0097
H -0.0001 -0.0105 -0.0072
H 0.0056 0.0018 -0.0010
H 0.0011 -0.0006 -0.0024
H -0.0001 0.0085 0.0039

Calculated values
HOMO energy (spin up / spin down), eV: -0.673 / -1.747
Multiplicity: 2
Total charge: -2
Kohn-Sham gap (spin up / spin down), eV: 4.126 / 5.201

Entry 2:
Below is 10 unconnected molecules or ions with the total composition C2H26NO9S2, with properties calculated with the ωB97M-V functional and the def2-TZVPD basis.

Last column: Löwdin charge in e.
Atoms and positions in Å:
N 0.524 -1.925 -1.239  0.1411
C 1.448 -1.183 -0.317  -0.2079
C 0.899 -1.148 1.090  -0.5518
S 2.063 -0.396 2.257  0.5088
S 2.099 1.569 1.827  0.3984
H -0.442 -1.587 -1.100  -0.0318
H 0.490 -2.940 -1.019  0.1071
H 0.803 -1.771 -2.217  0.1709
H 1.585 -0.183 -0.704  0.1029
H 2.426 -1.662 -0.381  0.1294
H -0.053 -0.626 1.105  0.0385
H 0.707 -2.154 1.468  0.0622
H 1.016 2.048 2.472  -0.1725
H -0.087 -5.090 0.186  0.0711
H -0.694 -3.809 0.833  0.0031
O -0.185 -4.143 0.067  -0.0591
H -0.539 2.924 -0.918  0.0312
H -0.504 4.233 -0.075  0.0962
O -0.190 3.316 -0.056  -0.0952
H -1.972 -0.885 -0.006  0.0377
H -2.311 -1.632 -1.341  0.1321
O -1.642 -1.053 -0.912  0.0122
H -1.370 1.416 -2.168  0.0644
H -0.132 2.036 -2.823  0.0313
O -0.978 2.295 -2.367  -0.0586
H -1.721 -2.081 2.018  0.0009
H -1.530 -3.247 3.045  0.0811
O -1.469 -3.010 2.117  -0.0451
H -1.812 0.365 1.824  0.0339
H -3.207 -0.308 1.936  0.1045
O -2.302 -0.482 1.636  -0.0773
H 1.810 1.973 -4.071  0.0710
H 1.902 2.042 -2.504  -0.0109
O 1.538 1.532 -3.254  -0.0743
H -1.452 2.451 2.572  0.0874
H -0.667 2.264 1.263  0.0136
O -0.958 1.786 2.077  -0.1067
H 3.084 3.048 -0.575  0.0528
H 1.508 3.094 -0.603  -0.0019
O 2.314 2.924 -1.142  -0.0907

Cartesian forces, eV/Å:
N 2.7571 -0.7699 -0.8661
C 0.3653 -0.4609 -0.3870
C 0.0985 -0.0335 -0.1640
S -0.1992 -0.5679 0.4630
S 0.3995 0.5923 -0.3250
H -0.1766 0.2218 -0.0376
H 0.1877 0.2701 0.0725
H -0.0602 -0.1542 0.4783
H -0.1359 0.3479 -0.1439
H -0.0710 -0.0535 0.2571
H 0.1137 0.1513 0.1318
H 0.2083 0.0756 0.0414
H 0.2684 -0.3730 0.1546
H -0.0006 -0.0806 -0.0181
H -0.0359 -0.1150 0.1318
O 0.0512 -0.1645 -0.1550
H 0.1055 0.1859 0.2366
H 0.1408 -0.1857 0.1008
O -0.4333 0.0774 -0.3964
H -0.2345 0.1830 0.3037
H 0.4222 0.5888 0.3618
O -2.9642 0.2563 -0.4812
H 0.0954 0.8173 -0.2017
H -0.2612 0.2437 0.0812
O 0.1609 -1.2980 0.1111
H -0.1548 0.2151 0.3007
H -0.0236 0.0352 0.0566
O 0.0412 -0.4306 -0.0636
H 0.0002 -0.0822 0.0477
H 0.1703 -0.1903 -0.1459
O -0.3832 0.5186 0.1210
H 0.0471 -0.0752 0.2696
H 0.4583 0.1673 -0.0125
O -0.5023 -0.2148 -0.3584
H -0.0582 -0.0662 0.0875
H -0.0953 0.0516 0.0877
O -0.4443 0.1534 -0.1370
H -0.1829 -0.0912 -0.0921
H 0.5678 0.0198 -0.1136
O -0.2421 0.2350 0.2026

Calculated values
HOMO energy, eV: -11.830
Multiplicity: 1
Total charge: +1
Kohn-Sham gap, eV: 9.167

Entry 3:
Below is a single C10H12N3O2P molecule, with properties calculated with the ωB97M-V functional and the def2-TZVPD basis.

Last column: Löwdin charge in e.
Atoms and positions in Å:
C -3.067 1.291 0.540  -0.0730
C -2.334 2.286 -0.400  -0.2376
N -1.486 1.675 -1.427  0.0076
C -0.572 0.717 -0.969  -0.2716
C 0.288 1.039 0.061  -0.0145
C 1.205 0.116 0.491  -0.2815
P 2.391 0.505 1.821  0.7277
N 3.842 0.807 1.308  -0.2975
C 1.204 -1.113 -0.090  -0.1281
C 0.322 -1.444 -1.094  -0.0885
C -0.564 -0.523 -1.560  0.0545
C 0.561 -2.893 -1.502  -0.3432
O 0.268 -3.464 -2.517  0.1504
N 1.268 -3.455 -0.364  0.1239
C 2.058 -2.341 0.157  -0.3576
O 3.153 -2.452 0.639  0.1316
H -2.902 0.244 0.290  0.0688
H -4.144 1.452 0.502  0.0645
H -2.764 1.503 1.564  0.0679
H -1.721 2.957 0.200  0.0953
H -3.085 2.912 -0.876  0.1085
H -2.020 1.331 -2.211  0.1189
H 0.229 2.020 0.506  0.1135
H 2.283 -0.565 2.740  0.0145
H 1.805 1.623 2.470  0.0008
H 4.472 0.138 1.740  -0.0404
H -1.234 -0.790 -2.366  0.1372
H 0.545 -3.574 0.346  0.1479

Cartesian forces, eV/Å:
C -0.1322 0.5843 -0.0078
C -0.2502 -0.1986 0.1870
N -0.1485 0.0629 0.2227
C -1.2248 1.1917 -0.7424
C 0.0195 0.3016 0.2689
C 0.5502 0.7874 1.4313
P 1.1135 0.2672 -0.4270
N -0.3965 -0.2303 0.4738
C 1.1100 -1.8166 -0.2029
C 0.4428 -0.6758 -0.6519
C -0.1626 -0.6880 -0.8103
C -0.5410 0.5248 -0.0145
O 0.1332 0.5018 1.0619
N 0.5955 -0.5181 -0.4911
C 0.0425 0.4683 0.4487
O -1.0605 0.1233 -0.1391
H 0.2431 0.0083 0.0461
H -0.0103 0.0130 -0.0504
H 0.0162 -0.3945 0.1005
H 0.0226 0.0599 -0.0392
H 0.2020 0.0564 -0.2898
H -0.0864 -0.0306 0.0247
H 0.0664 0.1085 0.0839
H -0.3671 0.1869 -0.0619
H -0.3889 -0.3286 -0.1335
H 0.2670 0.1015 -0.3043
H -0.1374 0.1475 -0.0231
H 0.0821 -0.6143 0.0396

Calculated values
HOMO energy, eV: -8.722
Multiplicity: 1
Kohn-Sham gap, eV: 8.361
SMILES string: CCNc1cc([PH2]=N)c2c(c1)C(=O)NC2=O

Entry 4:
Below is a molecular structure, C3H7NO4, with properties calculated with the ωB97M-V functional and the def2-TZVPD basis.

Last column: Löwdin charge in e.
Atoms and positions in Å:
C 1.009 -0.221 1.419  -0.0283
C -0.818 1.221 -0.189  -0.0668
C 0.468 -0.327 0.047  -0.4341
N -0.618 -1.274 -0.170  -0.3599
O -1.266 -1.797 0.666  0.1327
O -0.877 -1.266 -1.400  0.0048
O -0.676 1.516 -1.514  -0.0408
O 1.284 -0.252 -1.015  0.0874
H 1.681 0.736 1.451  0.1277
H 0.190 -0.389 2.283  0.1423
H 1.741 -1.030 1.581  0.0803
H -1.703 0.764 0.197  0.0942
H -0.408 2.084 0.349  0.1165
H -0.727 0.644 -1.975  0.0899
H 0.719 -0.409 -1.733  0.0542

Cartesian forces, eV/Å:
C 0.9988 0.0710 1.7597
C 3.2060 -0.8491 0.0547
C -2.3967 2.9896 1.0885
N 1.1028 1.3035 -2.8649
O -0.7465 -0.6858 1.3531
O -0.8778 -1.1948 0.1649
O -0.5067 -1.0627 -0.2099
O 2.0526 0.2218 2.3768
H -1.7244 -1.5213 0.3567
H 1.8535 0.9848 -2.2263
H -0.1858 0.0516 0.0238
H -0.9347 -0.0077 -0.0512
H -0.2611 -0.5476 0.3493
H -0.5819 0.8292 -0.0145
H -0.9982 -0.5826 -2.1607

Calculated values
HOMO energy, eV: -9.280
Multiplicity: 1
Kohn-Sham gap, eV: 9.071